# C5H16N

A cluster of 2 separate species, C5H16N in total (the ωB97M-V functional and the def2-TZVPD basis, the OMol25 dataset).

Each line ends with the natural charge from an NBO analysis.
Element x y z (Å)
C (-0.4280, -0.5547, -1.9420)  -0.39
C (-0.3862, -2.0901, -1.9924)  -0.62
C (-1.8695, -0.0295, -1.8076)  -0.62
H (-0.0073, -0.1109, -2.8480)  0.21
H (0.2513, -0.1835, -1.1613)  0.15
H (-0.6819, -2.3854, -3.0068)  0.22
H (0.5968, -2.5325, -1.8540)  0.22
H (-2.5073, -0.7265, -1.2668)  0.20
H (-1.1772, -2.4855, -1.3598)  0.20
H (-2.2699, 0.1313, -2.8074)  0.23
H (-1.9057, 0.9538, -1.3296)  0.19
C (1.2421, 1.3364, 1.6916)  -0.21
C (1.6566, -0.0901, 1.4577)  -0.67
N (-0.1371, 1.3659, 2.3436)  -0.67
H (1.8871, 1.9305, 2.3185)  0.23
H (1.1487, 1.8717, 0.7476)  0.23
H (0.9046, -0.5901, 0.8420)  0.23
H (1.9896, -0.7043, 2.2895)  0.25
H (-0.7386, 0.6151, 1.9987)  0.45
H (-0.0437, 1.2866, 3.3592)  0.44
H (-0.6124, 2.2580, 2.1850)  0.45
H (2.4840, -0.1008, 0.7393)  0.27

Properties
Orbital gap = 10.29 eV
Net charge = +1
Spin multiplicity = 1
HOMO energy = -14.122 eV
Energy = -6927.7136 eV
Energy relative to the best compared isomer or geometry (same formula, charge and spin) = 35.4 kJ/mol